Density functional theory data (ωB97M-V with the def2-TZVPD basis set) for a 2-piece molecular cluster, C4H5I overall.

## Properties
LUMO   0.43 eV
HOMO level   -8.9 eV
Spin multiplicity   1
Orbital gap   9.3718 eV
Total energy   -452.90801 a.u.

Each line ends with the Löwdin charge.
Geometry (Å):
C: 0.7751 1.6550 -0.0283  -0.0501
C: -0.8450 -0.9966 0.0093  -0.0783
C: 0.8196 0.3726 0.1158  -0.0121
C: -2.2302 -1.2834 0.0350  -0.6931
I: -3.7612 0.2061 0.0033  0.6638
H: 1.6512 2.1287 0.0070  0.0119
H: -0.1769 2.0910 -0.3585  0.0754
H: -0.0742 -1.7136 -0.1747  -0.0002
H: 1.6714 -0.2432 0.3101  0.0486
H: -2.6695 -2.2660 -0.3462  0.0342